# 1
Entry from the OMol25 dataset: a 2-piece molecular cluster, C2H2BrCl2F overall (wB97M-V/def2-TZVPD).

```
8
C2H2BrCl2F (wB97M-V/def2-TZVPD)
C -0.575 1.131 0.525
C 0.323 -1.170 -0.508
F -0.283 -1.911 0.378
Cl -0.114 -1.588 -2.128
Cl 2.089 -0.956 -0.379
Br 0.876 2.230 0.565
H -1.428 1.284 -0.086
H -0.887 0.980 1.632
```

## Properties
Orbital gap (spin up / spin down)   8.48 / 8.23 eV
Energy above the lowest of the compared OMol25 structures with the same formula, charge and spin   3.921 eV


# 2
Entry from the OMol25 dataset: a 6-piece molecular cluster, C41H51BrCl3F4N3O7S3 overall (wB97M-V/def2-TZVPD).

```
113
C41H51BrCl3F4N3O7S3 (wB97M-V/def2-TZVPD)
C -4.816 2.197 0.424
C -3.766 1.137 -0.229
O -4.123 -0.234 0.135
C -3.043 -0.956 0.690
C -2.086 -1.758 -0.232
C -2.324 -1.748 -1.820
C -2.035 -0.330 -2.531
C -1.177 -0.421 -3.901
S 0.414 0.513 -3.646
C 0.180 2.345 -3.781
S 0.820 3.106 -5.155
N -0.479 3.206 -2.791
C -0.916 4.610 -3.000
C -1.519 5.131 -1.644
N -1.449 4.049 -0.656
C -0.830 2.997 -1.396
C -0.936 -2.592 0.495
C -0.016 -3.449 -0.496
C 0.868 -2.587 -1.521
C 1.654 -1.353 -0.885
C 1.033 -0.049 -0.313
C 1.917 1.106 0.235
C 3.466 0.987 0.210
C 4.157 -0.306 -0.326
C 3.235 -1.434 -0.865
C -0.790 -2.587 2.068
C 0.363 -3.504 2.653
F 0.637 -3.364 4.046
F 1.647 -3.256 2.017
C 0.075 -5.103 2.445
F -1.160 -5.368 1.787
F 1.207 -5.761 1.826
N -1.734 -1.789 2.875
O -1.677 -1.808 4.215
C -1.208 -0.617 4.847
O -1.890 -0.263 5.863
C 0.043 0.279 4.518
C 1.289 -0.085 3.671
C 2.489 0.925 3.484
C 2.506 2.343 4.138
C 1.242 2.730 4.989
C 0.074 1.730 5.162
C -2.820 -1.015 2.265
C -3.917 -0.193 3.108
C -3.519 1.328 3.413
O -4.216 1.931 4.282
Br -2.087 2.372 2.542
H -5.307 1.746 1.366
H -5.629 2.415 -0.351
H -4.237 3.143 0.741
H -2.669 1.416 -0.054
H -3.944 1.229 -1.392
H -3.459 -1.956 -1.961
H -1.801 -2.628 -2.364
H -1.595 0.385 -1.750
H -3.061 0.120 -2.833
H -1.760 0.147 -4.721
H -1.035 -1.495 -4.285
H -0.844 5.270 -3.931
H -1.944 6.164 -1.405
H -0.646 2.050 -0.793
H -0.753 -4.069 -1.146
H 0.665 -4.213 0.006
H 0.298 -2.197 -2.437
H 1.671 -3.310 -1.946
H -0.101 0.064 -0.298
H 1.370 2.031 0.655
H 4.073 1.874 0.625
H 5.298 -0.340 -0.318
H 3.766 -2.372 -1.285
H -0.005 -5.594 3.491
H 1.359 -1.103 3.172
H 3.409 0.622 2.884
H 3.362 3.092 4.024
H 1.188 3.755 5.510
H -0.805 2.078 5.826
H -4.117 -0.776 4.075
H -4.929 -0.167 2.538
Cl -0.743 5.931 -5.893
C -0.739 7.459 -6.808
C -2.078 8.169 -6.744
Cl -3.347 7.290 -7.631
H -0.451 7.237 -7.837
H 0.035 8.090 -6.366
H -1.996 9.156 -7.204
H -2.414 8.300 -5.714
O -7.121 -1.109 2.984
H -6.665 -1.721 3.574
H -8.044 -1.160 3.264
Cl -5.470 0.250 -1.808
C 4.726 -0.054 -7.540
S 3.029 0.115 -6.944
O 2.354 -1.204 -7.141
C 2.475 1.210 -8.268
H 5.259 -0.737 -6.877
H 4.727 -0.459 -8.554
H 5.217 0.921 -7.524
H 2.618 0.727 -9.236
H 3.037 2.145 -8.227
H 1.415 1.420 -8.121
C 3.424 -5.567 6.639
C 3.331 -4.896 5.287
C 4.140 -3.633 5.506
O 5.144 -3.947 6.481
C 4.835 -5.218 7.068
H 3.241 -6.643 6.609
H 2.701 -5.116 7.328
H 3.814 -5.522 4.529
H 2.309 -4.696 4.965
H 3.518 -2.828 5.913
H 4.616 -3.275 4.590
H 5.557 -5.948 6.687
H 4.941 -5.157 8.154
```

## Properties
Orbital gap   4.27 eV
Energy above the lowest of the compared OMol25 structures with the same formula, charge and spin   11.688 eV


# 3
Entry from the OMol25 dataset: a 4-piece molecular cluster, C16H40O4 overall (wB97M-V/def2-TZVPD).

```
60
C16H40O4 (wB97M-V/def2-TZVPD)
C -131.626 -26.260 -13.769
C -131.082 -27.699 -13.606
O -130.147 -27.687 -12.497
C -129.423 -28.899 -12.324
C -128.696 -28.919 -11.142
H -132.230 -26.095 -12.792
H -132.362 -26.094 -14.811
H -130.893 -25.646 -13.815
H -130.356 -27.754 -14.378
H -131.713 -28.556 -13.478
H -128.855 -28.776 -13.297
H -130.058 -29.759 -12.300
H -129.490 -28.598 -10.392
H -128.078 -28.008 -11.068
H -128.160 -29.807 -10.866
C -128.412 -33.399 -10.128
C -127.047 -32.722 -10.044
O -126.862 -31.658 -9.008
C -125.630 -30.965 -8.987
C -126.008 -29.801 -8.317
H -128.694 -34.049 -10.992
H -129.218 -32.654 -9.999
H -128.612 -33.829 -9.384
H -126.749 -32.327 -11.050
H -126.347 -33.449 -9.766
H -125.502 -30.721 -10.026
H -124.918 -31.339 -8.303
H -126.710 -29.272 -8.903
H -125.018 -29.153 -8.195
H -126.345 -30.109 -7.392
C -123.199 -29.733 -12.754
C -122.340 -28.499 -12.392
O -122.817 -27.994 -11.114
C -122.042 -26.931 -10.591
C -122.704 -26.308 -9.524
H -122.685 -30.251 -13.748
H -124.245 -29.381 -13.007
H -123.125 -30.368 -11.988
H -122.406 -27.585 -13.083
H -121.190 -28.585 -12.550
H -121.886 -26.192 -11.251
H -121.123 -27.379 -10.146
H -123.347 -25.693 -10.001
H -121.987 -25.539 -9.096
H -123.157 -27.227 -8.880
C -124.728 -37.108 -11.852
C -124.332 -36.800 -10.394
O -123.757 -35.501 -10.251
C -123.214 -35.255 -8.947
C -122.699 -33.970 -8.905
H -125.446 -36.263 -12.119
H -124.916 -38.046 -11.866
H -123.952 -37.020 -12.492
H -123.647 -37.653 -10.019
H -125.249 -36.588 -9.842
H -122.621 -36.107 -8.864
H -124.133 -35.329 -8.305
H -121.829 -33.930 -9.650
H -122.311 -33.807 -8.076
H -123.475 -33.269 -8.872
```

## Properties
Orbital gap   10.21 eV
SMILES   CCOCC.CCOCC.CCOCC.CCOCC
Energy above the lowest of the compared OMol25 structures with the same formula, charge and spin   1.659 eV


# 4
Entry from the OMol25 dataset: a 2-piece molecular cluster, C6H8N overall (wB97M-V/def2-TZVPD).

```
15
C6H8N (wB97M-V/def2-TZVPD)
C -1.270 -2.305 -0.736
C -0.444 0.955 0.274
C 0.652 -0.871 -0.556
C -1.494 1.194 1.217
C -0.133 1.708 1.453
C 1.826 -0.601 -1.511
N -0.340 -1.609 -0.913
H -2.118 -2.874 -0.531
H -2.341 1.720 0.942
H -1.755 0.389 1.786
H 0.512 1.256 2.286
H 0.006 2.787 1.290
H 1.794 -1.025 -2.541
H 2.351 0.352 -1.513
H 2.754 -1.076 -0.948
```

## Properties
Orbital gap (spin up / spin down)   7.11 / 7.31 eV
Energy above the lowest of the compared OMol25 structures with the same formula, charge and spin   10.437 eV
Charge   +1


# 5
Entry from the OMol25 dataset: an isolated molecule of CH5IOSi (wB97M-V/def2-TZVPD).

```
9
CH5IOSi (wB97M-V/def2-TZVPD)
C 0.275 0.902 0.356
O -0.307 -2.255 0.219
Si -0.820 -0.340 -0.526
I -3.115 0.077 0.023
H -0.229 1.636 0.977
H 0.835 0.492 1.230
H 0.942 1.353 -0.214
H -1.116 -2.675 0.701
H -0.904 -0.834 -1.984
```

## Properties
Orbital gap   10.52 eV
SMILES   C[Si@@H](O)I
Energy above the lowest of the compared OMol25 structures with the same formula, charge and spin   2.023 eV


# 6
Entry from the OMol25 dataset: an isolated molecule of C4H6N2O (wB97M-V/def2-TZVPD).

```
13
C4H6N2O (wB97M-V/def2-TZVPD)
N -0.731 -0.379 1.748
C -0.503 -0.610 0.409
C 0.387 0.400 -0.288
O 1.338 0.906 0.638
C 0.060 1.192 -1.489
C 0.704 0.084 -1.696
N -0.906 -1.601 -0.289
H -0.056 0.239 2.174
H -0.950 -1.197 2.300
H 1.454 1.842 0.434
H -0.378 2.098 -1.878
H 1.024 -0.716 -2.344
H -1.443 -2.257 0.280
```

## Properties
Orbital gap   10.11 eV
SMILES   [H]/N=C(\N)C1(O)C=C1
Energy above the lowest of the compared OMol25 structures with the same formula, charge and spin   3.156 eV


# 7
Entry from the OMol25 dataset: C31H38NO2Tl as an isolated structure (wB97M-V/def2-TZVPD).

```
73
C31H38NO2Tl (wB97M-V/def2-TZVPD)
O -4.005 -3.314 -4.275
C -5.218 -4.012 -3.862
C -5.700 -4.273 -5.275
H -5.882 -3.366 -3.284
H -4.939 -4.904 -3.299
C -4.473 -3.412 -5.658
H -6.669 -3.848 -5.539
H -5.614 -5.321 -5.565
C -4.753 -2.004 -6.130
H -5.353 -1.510 -5.345
H -5.312 -1.997 -7.071
H -3.777 -1.505 -6.243
C -3.526 -4.193 -6.561
H -3.291 -5.184 -6.142
H -2.604 -3.628 -6.739
H -3.986 -4.369 -7.538
Tl -0.463 -0.905 -1.131
C 2.475 -1.591 0.644
C 1.629 -1.859 1.754
C 0.752 -2.924 1.404
H 1.659 -1.355 2.722
C 1.057 -3.324 0.068
C 2.120 -2.487 -0.407
H 2.607 -2.545 -1.382
H 3.285 -0.864 0.610
H 0.005 -3.367 2.063
H 0.589 -4.137 -0.484
C 1.475 2.689 -0.717
C 1.744 1.726 -1.708
C 0.540 1.486 -2.432
H 2.717 1.271 -1.909
C -0.493 2.283 -1.834
C 0.089 3.015 -0.768
H -0.419 3.726 -0.121
H 2.207 3.131 -0.045
H 0.443 0.838 -3.301
H -1.532 2.340 -2.152
O -5.256 -1.054 -2.874
C -3.803 -0.899 -2.813
C -3.252 -2.179 -2.143
H -3.526 -0.019 -2.179
H -3.456 -0.712 -3.840
C -4.399 -2.631 -1.227
H -2.372 -2.041 -1.518
H -2.988 -2.974 -2.840
C -5.584 -1.714 -1.598
H -4.138 -2.433 -0.188
H -4.594 -3.703 -1.372
H -5.648 -0.945 -0.783
H -6.548 -2.250 -1.679
C -3.363 0.223 5.082
C -3.439 -0.104 3.715
C -2.352 0.106 2.880
C -1.164 0.734 3.372
C -1.105 1.041 4.764
C -2.190 0.799 5.599
N -0.141 0.985 2.507
C 0.822 1.934 2.735
C 0.548 3.211 3.310
C 1.575 4.116 3.556
C 2.905 3.777 3.263
C 3.191 2.548 2.647
C 2.167 1.667 2.350
H -4.211 0.006 5.742
H -4.357 -0.528 3.303
H -2.361 -0.161 1.818
H -0.191 1.483 5.167
H -2.117 1.059 6.662
H -0.486 3.453 3.577
H 1.339 5.086 4.002
H 3.717 4.472 3.490
H 4.218 2.277 2.394
H 2.348 0.725 1.830
```

## Properties
Orbital gap (spin up / spin down)   3.20 / 2.97 eV


# 8
Entry from the OMol25 dataset: a 2-piece molecular cluster, C16H18F6INO8 overall (wB97M-V/def2-TZVPD).

```
50
C16H18F6INO8 (wB97M-V/def2-TZVPD)
C 3.917 -1.090 1.767
C 3.283 -0.376 0.547
O 2.344 0.550 1.062
C 1.097 0.523 0.406
C 0.016 0.788 1.472
C -1.397 0.238 1.250
C -2.270 1.101 2.246
I -2.436 -0.071 4.121
C -3.616 1.645 1.684
O -3.651 2.753 1.332
C -4.836 0.680 1.667
F -5.418 0.713 2.868
F -4.338 -0.562 1.511
C -5.836 0.880 0.503
F -6.083 2.141 0.220
F -5.351 0.268 -0.565
C -7.223 0.201 0.782
F -7.943 0.441 -0.306
F -7.870 0.804 1.785
C -7.155 -1.342 0.931
O -7.207 -1.985 -0.026
O -7.076 -1.934 2.129
N -1.402 2.174 2.639
C -0.334 2.283 1.730
O 0.171 3.242 1.298
H 4.046 -0.404 2.611
H 3.304 -1.932 2.108
H 4.909 -1.482 1.508
H 4.113 0.089 -0.002
H 2.847 -1.165 -0.074
H 0.996 1.307 -0.361
H 0.862 -0.451 -0.047
H 0.502 0.529 2.423
H -1.785 0.155 0.232
H -1.413 -0.751 1.715
H -7.169 -1.272 2.836
H -1.821 3.028 2.988
C 6.714 -1.784 -4.493
C 5.516 -0.885 -4.296
C 5.641 0.071 -3.138
O 4.273 0.282 -2.776
C 3.604 -0.853 -3.107
O 2.506 -1.123 -2.738
O 4.358 -1.644 -3.914
H 7.552 -1.227 -4.912
H 7.030 -2.227 -3.547
H 6.468 -2.609 -5.162
H 5.281 -0.360 -5.227
H 6.124 1.009 -3.405
H 6.157 -0.366 -2.278
```

## Properties
Orbital gap   8.97 eV
SMILES   CCOC[C@@H]1C[C@](I)(C(=O)C(F)(F)C(F)(F)C(F)(F)C(=O)O)NC1=O.C[C@@H]1COC(=O)O1